Here is 3 unconnected molecules or ions with the total composition C10H27B2O10S2 from the OMol25 dataset. Energies are from ωB97M-V/def2-TZVPD.

Geometry as XYZ:
```
51
Properties=species:S:1:pos:R:3:forces:R:3:lowdin_charge:R:1
S 0.557 -1.718 3.306 -0.462 0.417 0.095 0.596
S 1.228 -2.257 -2.430 0.530 -0.068 -0.112 0.601
O -1.236 0.870 -2.618 -0.026 1.361 1.199 0.120
O 2.080 -3.320 -1.577 -0.028 0.454 -0.383 -0.260
O 0.424 -1.483 -1.526 -0.094 -0.325 -0.141 -0.272
O -0.495 -2.177 4.435 0.113 0.262 -0.391 -0.264
O 0.817 -2.836 2.441 0.221 0.054 0.310 -0.285
O -2.649 4.100 -2.979 0.330 0.256 1.718 -0.100
O 0.291 2.617 -2.025 -1.354 -0.488 -0.718 0.033
O 0.647 -2.923 -3.561 -0.070 0.228 0.451 -0.272
O 1.634 -1.006 3.937 -0.118 -0.443 -0.247 -0.279
O -2.438 5.159 -0.766 0.238 -0.872 0.399 -0.149
C -0.481 -0.560 2.473 -0.052 -0.074 0.072 -0.108
C 0.777 4.798 -1.077 -0.067 -0.349 -0.374 -0.052
C 1.352 -4.204 -0.712 -0.527 -0.542 0.412 -0.263
C -2.309 3.142 -1.974 -1.537 -1.649 -0.267 -0.234
C -0.169 -3.323 5.232 0.280 -0.492 0.423 -0.265
C 0.904 -3.028 6.264 0.189 0.146 -0.097 -0.078
C 0.471 3.994 -2.365 1.103 0.854 0.711 -0.221
C -2.529 3.770 -0.538 -1.090 0.814 -1.907 -0.182
C 0.630 -5.300 -1.475 -0.084 0.113 -0.260 -0.075
C 2.577 -1.268 -2.990 0.063 -0.037 0.059 -0.112
B -2.804 5.386 -2.202 1.593 1.220 -0.744 -0.625
B -1.038 2.219 -2.219 0.351 -0.241 -0.450 -0.512
H -3.157 2.424 -2.031 0.447 -0.269 0.037 0.126
H -0.069 5.390 -0.722 0.018 0.060 -0.258 0.064
H 1.052 -3.888 6.918 -0.112 -0.021 -0.020 0.078
H -1.897 3.356 0.253 0.170 0.307 0.016 0.111
H 0.627 -2.164 6.868 -0.046 -0.047 0.025 0.084
H -0.157 -4.891 -2.107 0.002 0.000 0.032 0.069
H 1.003 4.064 -0.297 0.165 0.101 -0.048 0.072
H 0.119 -4.158 4.589 0.014 0.127 -0.109 0.113
H 1.369 4.039 -2.998 -0.151 -0.168 0.017 0.110
H 0.173 -6.008 -0.783 0.091 0.036 0.077 0.079
H -0.617 0.391 -2.063 0.470 -0.774 -0.376 0.040
H 3.282 -1.906 -3.517 -0.036 -0.034 0.014 0.072
H -0.827 0.179 3.191 0.032 -0.020 0.018 0.078
H 0.662 -3.631 -0.089 0.075 0.095 -0.073 0.098
H -1.091 -3.608 5.738 -0.115 0.183 -0.175 0.120
H 1.323 -5.835 -2.126 0.016 -0.034 0.062 0.082
H 1.669 5.407 -1.252 -0.199 0.178 0.232 0.061
H 3.043 -0.787 -2.134 -0.037 -0.012 0.008 0.077
H 2.088 -4.651 -0.045 0.173 0.237 -0.090 0.122
H 1.858 -2.798 5.789 -0.022 -0.020 -0.008 0.068
H 0.122 -0.082 1.704 0.061 -0.068 0.001 0.081
H 2.166 -0.522 -3.668 -0.112 -0.015 0.055 0.082
H -3.826 6.009 -2.402 -0.721 -0.361 0.160 0.037
H -0.349 4.411 -2.956 -0.146 -0.131 0.325 0.103
H -1.315 -1.092 2.022 0.025 -0.014 0.003 0.080
H -3.601 3.576 -0.337 0.311 -0.384 0.545 0.109
H -1.892 6.125 -2.601 0.124 0.449 -0.228 0.046
```
Forces are in eV/Å.

charge: -1
HOMO level: -3.4 eV

Here is a single C18H29NO2 molecule from the OMol25 dataset. Energies are from ωB97M-V/def2-TZVPD.

Geometry as XYZ:
```
50
Properties=species:S:1:pos:R:3:forces:R:3:lowdin_charge:R:1
O 4.496 -0.772 -0.536 -0.312 -0.071 -0.155 -0.012
O 5.739 0.326 0.974 0.171 -0.071 0.042 0.118
N 0.671 1.744 0.012 -0.045 0.097 -0.151 -0.178
C -3.525 0.981 0.536 0.059 -0.213 0.005 -0.138
C 5.666 -2.785 0.186 -0.137 0.362 -0.148 -0.061
C -1.906 -0.676 -1.321 -0.245 0.156 -0.005 -0.152
C 3.456 1.012 0.607 0.033 -0.272 -0.221 -0.223
C -1.374 0.566 -0.660 0.125 -0.140 -0.127 -0.232
C 3.071 1.745 -0.682 -0.173 0.172 0.181 -0.121
C -3.898 -0.460 0.166 -0.198 0.255 -0.300 -0.305
C -6.299 -0.321 -0.490 -0.071 -0.004 -0.080 0.050
C 1.020 1.010 1.211 0.064 -0.225 0.138 -0.175
C -2.112 1.301 0.159 -0.088 0.090 0.082 -0.044
C 4.696 0.169 0.393 -0.118 0.450 0.297 -0.477
C 5.588 -1.647 -0.821 0.473 -0.265 0.051 -0.213
C 1.786 2.549 -0.440 0.211 0.007 -0.172 -0.182
C 2.279 0.144 1.066 -0.134 0.258 0.027 -0.120
C -5.374 -0.695 0.379 0.125 -0.148 0.202 -0.347
C -5.729 -1.362 1.674 -0.099 0.055 -0.115 -0.058
C 0.049 0.926 -1.012 -0.053 0.110 0.212 -0.159
C -3.430 -0.724 -1.267 0.215 -0.233 0.186 -0.158
H -3.662 1.142 1.608 -0.060 0.048 0.002 0.118
H -3.791 -1.696 -1.609 -0.053 0.039 -0.043 0.121
H 1.182 1.743 2.008 -0.032 -0.049 0.080 0.126
H 1.492 3.072 -1.354 0.013 0.048 0.056 0.119
H -1.688 2.195 0.593 0.178 0.099 0.016 0.113
H 6.517 -1.068 -0.809 -0.151 -0.095 -0.090 0.122
H -5.308 -0.806 2.511 0.046 0.004 0.129 0.080
H 4.726 -3.332 0.211 -0.055 -0.092 -0.004 0.077
H 0.037 1.506 -1.942 0.075 -0.097 -0.027 0.135
H -6.057 0.161 -1.421 0.130 0.104 -0.229 0.059
H -4.201 1.673 0.021 -0.077 -0.029 0.064 0.123
H 2.910 1.017 -1.479 0.035 -0.001 -0.051 0.117
H -6.807 -1.425 1.802 -0.078 -0.022 0.064 0.074
H -1.567 -0.710 -2.360 0.065 -0.054 -0.008 0.119
H 1.978 3.301 0.333 0.039 0.066 -0.055 0.123
H 5.871 -2.388 1.177 0.039 -0.018 0.068 0.075
H -3.832 0.041 -1.930 -0.089 0.030 -0.071 0.119
H 3.694 1.746 1.384 0.067 -0.099 -0.062 0.155
H 0.606 -0.003 -1.219 -0.024 0.019 -0.070 0.120
H -1.488 -1.556 -0.818 0.070 -0.045 -0.073 0.124
H 6.465 -3.465 -0.094 0.086 -0.106 -0.012 0.077
H 0.167 0.388 1.489 0.032 0.062 0.097 0.118
H 5.395 -2.023 -1.828 0.032 0.086 0.109 0.123
H -7.347 -0.484 -0.304 -0.199 -0.042 0.108 0.058
H 2.110 -0.645 0.331 0.015 -0.054 0.027 0.112
H -5.315 -2.370 1.703 0.056 -0.077 0.062 0.083
H -3.342 -1.133 0.828 0.010 -0.016 0.017 0.147
H 3.874 2.417 -0.988 0.036 0.000 -0.068 0.124
H 2.510 -0.328 2.023 -0.010 -0.078 0.016 0.125
```
Forces are in eV/Å.

SMILES: C=C(C)[C@@H]1CC=C(CN2CCC(C(=O)OCC)CC2)CC1
relative energy (zero: lowest compared OMol25 entry of this formula, charge and spin): 0.579 eV
charge: 0
HOMO level: -8.3 eV

Here is a molecular structure, CoF7H42O21P from the OMol25 dataset. Energies are from ωB97M-V/def2-TZVPD.

Geometry as XYZ:
```
72
Properties=species:S:1:pos:R:3:forces:R:3:lowdin_charge:R:1
Co -2.011 1.072 1.053 -0.092 0.728 -0.832 0.743
P 3.591 0.801 0.843 1.637 -1.121 -0.838 0.184
F 3.188 2.262 1.294 0.104 0.761 0.245 -0.118
F 5.179 1.144 0.893 -0.639 0.530 0.733 -0.148
F -0.781 0.149 -0.210 -0.092 -0.030 0.053 -0.409
F 3.582 1.207 -0.717 0.155 0.534 -0.721 -0.152
F 2.033 0.439 0.630 -0.270 -1.027 0.354 -0.149
F 3.504 0.266 2.346 0.297 -0.048 0.102 -0.130
F 4.158 -0.721 0.347 -1.350 0.228 0.448 -0.210
O 0.531 -0.477 -2.389 -1.428 0.568 -0.623 -0.065
O -2.049 -0.499 2.380 1.047 -1.486 -0.039 -0.048
O 1.602 -3.394 -5.236 -0.389 0.285 -1.011 -0.057
O -2.960 -0.317 -3.529 0.040 -0.341 -0.673 -0.065
O 0.717 1.480 4.640 -1.173 0.898 -0.500 -0.053
O 2.958 -2.385 -1.470 0.028 0.001 -1.189 -0.061
O 0.676 -1.938 2.302 -0.747 -0.995 0.165 -0.063
O -1.075 -2.313 -3.811 -0.310 -1.079 -1.337 -0.067
O -2.324 1.433 4.454 0.783 -0.261 -1.533 -0.011
O 0.950 4.084 1.069 0.398 0.000 0.061 -0.085
O 0.085 -2.535 -0.262 0.381 -0.935 0.100 -0.043
O 1.411 -1.043 4.849 1.011 0.129 1.489 -0.050
O -4.133 -2.094 -0.619 0.483 0.224 -0.754 -0.063
O -3.313 2.271 2.338 -0.543 0.656 -2.657 -0.076
O 5.134 -0.611 -2.477 1.179 -0.318 -0.139 -0.057
O -3.727 0.541 -0.087 0.438 1.266 0.606 -0.033
O -0.429 1.926 2.163 0.493 -2.177 1.906 -0.102
O 0.797 2.306 -1.175 0.847 0.261 -0.594 -0.085
O -1.550 2.275 -2.808 -0.891 1.792 0.065 0.004
O -2.065 -3.528 -1.634 -0.107 0.003 -0.355 -0.080
O -2.193 2.657 -0.392 -0.222 1.042 -0.462 -0.097
H -0.341 -1.717 -3.669 0.611 0.746 0.649 0.016
H 1.026 -2.564 -0.477 0.162 -0.190 -0.404 0.040
H 1.813 -2.703 -4.604 0.185 0.157 0.056 0.025
H 2.328 -1.317 5.078 -1.040 0.210 -0.567 0.091
H -2.468 -1.114 -3.851 -0.178 0.660 0.376 0.019
H 4.980 -0.173 -1.640 -0.579 0.381 0.482 -0.008
H -1.135 -3.286 -1.428 -0.538 -0.109 0.105 0.023
H 3.664 -2.104 -2.099 -0.506 -0.255 0.383 0.042
H -4.005 -0.347 -0.264 -0.330 -1.749 -0.371 0.004
H 0.098 1.345 2.844 -0.946 1.881 -1.713 0.097
H 6.105 -0.725 -2.420 -0.687 -0.144 -0.399 0.067
H -1.303 -1.176 2.437 -0.900 1.153 -0.145 0.097
H -3.200 2.017 3.266 -0.041 1.026 0.634 -0.004
H -3.608 -0.138 -4.227 0.192 -0.051 0.302 0.053
H -3.364 -2.455 -1.133 -0.112 0.377 0.271 0.019
H -0.736 -2.990 -4.430 -0.146 0.445 0.368 0.075
H 0.043 2.753 1.994 0.518 0.329 -0.433 0.027
H -0.125 -0.227 -1.673 0.995 -0.277 -0.491 0.016
H -0.637 2.173 -2.581 1.418 -0.183 0.281 0.017
H 1.246 -1.250 3.930 0.076 -0.643 -0.649 -0.008
H 1.091 0.661 4.987 0.618 -0.459 0.212 0.007
H -3.591 3.173 2.020 0.490 -1.567 1.323 0.113
H 0.255 1.590 -0.792 0.560 -0.205 0.196 -0.002
H -2.169 -3.272 -2.567 0.379 -0.176 0.470 0.027
H 1.290 -0.912 -2.021 0.677 -0.303 0.600 0.002
H 1.844 4.007 1.470 -0.757 -0.069 -0.779 0.052
H -1.419 1.769 4.311 -0.013 -0.239 -0.133 0.053
H 1.260 -1.329 1.856 0.254 0.426 -0.675 0.020
H 1.001 3.725 0.147 0.219 -0.133 0.848 0.034
H -2.402 -0.339 3.258 0.154 0.024 0.328 0.056
H -1.814 3.545 -0.466 0.112 -0.122 0.736 0.085
H 0.454 -2.642 1.633 0.264 1.143 0.561 0.072
H 3.193 -1.853 -0.715 0.368 0.437 0.829 -0.013
H -4.314 1.155 -0.529 0.067 0.055 -0.009 0.082
H -2.197 2.460 -1.381 0.222 -0.634 0.386 0.029
H 1.198 2.280 4.863 0.345 -0.382 0.156 0.070
H -2.463 1.531 5.361 -0.512 0.125 2.363 0.055
H -4.301 -2.849 -0.071 -0.443 -0.456 0.726 0.041
H 1.703 1.957 -1.400 -1.442 0.113 0.533 0.072
H -0.187 -1.647 -0.494 -0.380 0.801 0.314 0.009
H 1.555 -2.951 -6.114 0.154 -0.387 1.006 0.064
H -1.858 1.483 -3.197 -0.560 -1.843 -0.794 0.009
```
Forces are in eV/Å.

multiplicity: 4
charge: 0
<S²>: 3.754
HOMO level (spin up / spin down): -10.8 / -10.2 eV

Here is 2 unconnected molecules or ions with the total composition H2N3O2S from the OMol25 dataset. Energies are from ωB97M-V/def2-TZVPD.

Geometry as XYZ:
```
8
Properties=species:S:1:pos:R:3:forces:R:3:lowdin_charge:R:1
S -1.651 -2.181 -0.616 0.458 1.151 0.111 -0.204
O -0.475 0.801 -1.642 -2.877 -0.125 1.322 -0.086
O 1.404 0.297 -0.007 0.084 0.359 -0.655 -0.135
N 0.218 0.214 0.458 1.741 -0.156 -1.078 -0.535
N 0.000 0.009 1.672 -1.751 -0.035 0.960 0.080
N -0.820 0.315 -0.364 -2.622 -0.785 -0.306 -0.142
H 0.428 0.694 -1.587 4.204 -0.318 -0.468 -0.013
H 0.896 -0.149 2.086 0.764 -0.091 0.113 0.034
```
Forces are in eV/Å.

relative energy (zero: lowest compared OMol25 entry of this formula, charge and spin): 3.978 eV
charge: -1
HOMO level (spin up / spin down): -3.8 / -4.1 eV

Here is a single C5H7N molecule from the OMol25 dataset. Energies are from ωB97M-V/def2-TZVPD.

Geometry as XYZ:
```
13
Properties=species:S:1:pos:R:3:forces:R:3:lowdin_charge:R:1
N -1.127 1.191 -1.761 0.081 -0.029 0.251 0.106
C -0.730 -0.823 1.123 -0.040 0.012 0.165 -0.073
C 1.524 0.388 0.192 0.048 -0.042 -0.063 -0.015
C -0.929 0.460 -0.740 0.046 -0.169 -0.080 -0.357
C -1.155 -0.888 -0.306 -0.103 -0.172 -0.237 -0.017
C 0.078 0.017 0.194 0.145 0.358 0.084 -0.273
H -1.325 -1.770 -0.913 0.285 -0.010 0.016 0.130
H -0.241 -1.741 1.463 -0.001 0.269 0.067 0.111
H -0.399 1.905 -1.811 -0.267 0.174 0.091 0.035
H 1.790 0.903 -0.737 0.005 -0.203 0.075 0.079
H 2.241 -0.410 0.397 -0.198 -0.066 -0.066 0.081
H 1.609 1.124 1.001 0.170 -0.097 -0.116 0.091
H -1.336 -0.356 1.898 -0.173 -0.025 -0.187 0.102
```
Forces are in eV/Å.

SMILES: [H]/N=C1/[C@@H]2C[C@]12C
relative energy (zero: lowest compared OMol25 entry of this formula, charge and spin): 2.947 eV
charge: 0
HOMO level: -8.7 eV

Here is 4 unconnected molecules or ions with the total composition C4H8Cl8 from the OMol25 dataset. Energies are from ωB97M-V/def2-TZVPD.

Geometry as XYZ:
```
20
Properties=species:S:1:pos:R:3:forces:R:3:lowdin_charge:R:1
Cl -4.648 -1.149 3.265 -0.617 -0.388 -0.007 0.519
Cl 3.606 2.923 -6.547 0.590 0.061 0.697 0.465
Cl -1.727 -3.923 -0.153 0.348 0.061 -0.191 0.523
Cl -4.037 0.856 5.392 0.150 -0.312 -1.461 0.451
Cl 1.568 0.885 -1.572 -0.089 -0.156 0.013 0.501
Cl -0.516 -3.302 2.488 0.414 0.402 -0.054 0.511
Cl -0.143 1.835 0.634 0.377 -0.506 -0.197 0.449
Cl 5.702 4.587 -5.205 -0.533 -0.429 0.096 0.492
C -1.309 -4.471 1.456 -1.126 -0.991 0.986 -1.083
C 4.373 3.422 -4.989 -0.702 -0.059 0.153 -1.005
C 0.863 0.473 -0.011 -0.349 0.424 0.581 -0.998
C -3.861 0.353 3.637 0.987 0.508 0.173 -1.017
H -0.770 -5.418 1.490 0.394 0.383 -0.585 0.035
H 4.706 2.570 -4.396 0.355 -0.121 -0.683 0.028
H 1.670 0.302 0.702 -0.193 0.046 -0.167 0.025
H -2.819 0.171 3.375 0.092 0.174 0.740 0.015
H -2.249 -4.700 1.959 -0.031 0.204 -0.157 0.018
H 0.199 -0.389 -0.078 0.232 0.153 -0.216 0.019
H 3.554 3.832 -4.398 0.283 0.543 -0.253 0.020
H -4.164 1.142 2.949 -0.582 0.001 0.533 0.032
```
Forces are in eV/Å.

SMILES: ClCCl.ClCCl.ClCCl.ClCCl
relative energy (zero: lowest compared OMol25 entry of this formula, charge and spin): 0.586 eV
charge: 0
HOMO level: -11.0 eV

Ordered largest force on an atom results: 0.0456; 0.0107; 0.0571; 0.0825; 0.0077; 0.0349; unit hartree/bohr.